Density functional theory data (wB97M-V/def2-TZVPD) for 5 unconnected molecules or ions with the total composition C28H28N2O18P at a distorted geometry.

Calculated values
Max |F|   0.077 Eh/bohr
LUMO level   -4.00 eV
E_tot   -2888.58541 hartree
2S+1   1
Total charge   +1

Each atom is followed by the atoms it is bonded to, with distances in Å.
Positions of all 77 atoms, in Å:
1 O 2.39701 -3.13605 0.58551  P2 1.739, H10 1.021
2 P 2.96747 -2.31705 -0.83859  O1 1.739, O3 1.739, C4 1.929
3 O 4.35318 -1.30893 -0.54348  P2 1.739, H11 1.002
4 C 1.55653 -1.37209 -1.75292  P2 1.929, C5 1.633, N9 1.510, H12 1.195
5 C 0.20119 -2.28228 -1.73285  C4 1.633, N6 1.503, H13 1.186, H14 1.193
6 N -0.76206 -2.02688 -0.60726  C5 1.503, C7 1.509, H15 1.049
7 C -0.25865 -1.04488 0.42189  N6 1.509, C8 1.639, H16 1.194, H17 1.194
8 C 0.38331 0.31405 -0.23145  C7 1.639, N9 1.510, H18 1.193, H19 1.191
9 N 1.39200 0.06679 -1.32693  C4 1.510, C8 1.510, H20 1.050, H21 1.064
10 H 2.96724 -2.78558 1.35666  O1 1.021
11 H 4.24744 -0.38035 -0.90393  O3 1.002
12 H 1.91012 -1.33357 -2.89356  C4 1.195
13 H 0.50335 -3.42821 -1.68168  C5 1.186
14 H -0.39809 -2.10517 -2.74918  C5 1.193
15 H -0.98822 -2.93712 -0.13806  N6 1.049
16 H 0.45158 -1.53062 1.24946  C7 1.194
17 H -1.21960 -0.69034 1.03577  C7 1.194
18 H 0.95393 0.87079 0.65593  C8 1.193
19 H -0.49959 1.03497 -0.57513  C8 1.191
20 H 2.28059 0.54748 -1.04173  N9 1.050
21 H 1.05004 0.59563 -2.18513  N9 1.064
22 C -0.44412 6.16894 -1.96304  C23 1.334, C28 1.471, H32 1.083
23 C -0.08490 5.08287 -1.27592  C22 1.334, C24 1.489, O31 1.383
24 C -1.04258 4.38736 -0.37218  C23 1.489, O25 1.226, C26 1.471
25 O -0.68936 3.38056 0.23164  C24 1.226
26 C -2.39488 4.95070 -0.23605  C24 1.471, C27 1.334, H33 1.082
27 C -2.75280 6.03878 -0.92060  C26 1.334, C28 1.489, O30 1.383
28 C -1.80382 6.71773 -1.84504  C22 1.471, C27 1.489, O29 1.226
29 O -2.16767 7.70531 -2.47469  C28 1.226
30 O -4.02122 6.57509 -0.79531  C27 1.383, H34 0.982
31 O 1.19215 4.56280 -1.37969  C23 1.383, H35 0.982
32 H 0.24114 6.68307 -2.62516  C22 1.083
33 H -3.07529 4.44582 0.43767  C26 1.082
34 H -4.03442 7.35563 -1.39119  O30 0.982
35 H 1.20339 3.77884 -0.78847  O31 0.982
36 C -3.00366 -6.20707 -3.46504  C37 1.334, C42 1.471, H46 1.083
37 C -2.78409 -5.12409 -2.71693  C36 1.334, C38 1.489, O45 1.383
38 C -3.39056 -4.98230 -1.36426  C37 1.489, O39 1.226, C40 1.471
39 O -3.15530 -3.98417 -0.69239  C38 1.226
40 C -4.26592 -6.06321 -0.88470  C38 1.471, C41 1.334, H47 1.082
41 C -4.48813 -7.14451 -1.63440  C40 1.334, C42 1.489, O44 1.383
42 C -3.85961 -7.29848 -2.97507  C36 1.471, C41 1.489, O43 1.226
43 O -4.06810 -8.31220 -3.63315  C42 1.226
44 O -5.31187 -8.16286 -1.19100  C41 1.383, H48 0.982
45 O -1.98284 -4.09299 -3.17185  C37 1.383, H49 0.982
46 H -2.56741 -6.32418 -4.44905  C36 1.083
47 H -4.71451 -5.93929 0.09262  C40 1.082
48 H -5.31077 -8.83126 -1.91054  O44 0.982
49 H -1.97917 -3.42746 -2.44982  O45 0.982
50 C 7.26602 2.76430 -1.05034  C51 1.334, C56 1.471, H60 1.083
51 C 8.27811 3.38492 -0.44105  C50 1.334, C52 1.489, O59 1.383
52 C 8.78147 2.92702 0.88356  C51 1.489, O53 1.226, C54 1.471
53 O 9.72539 3.50562 1.41011  C52 1.226
54 C 8.10960 1.78211 1.51789  C52 1.471, C55 1.334, H61 1.082
55 C 7.09529 1.16382 0.91001  C54 1.334, C56 1.489, O58 1.383
56 C 6.61033 1.60456 -0.42667  C50 1.471, C55 1.489, O57 1.226
57 O 5.68798 1.00478 -0.96858  C56 1.226
58 O 6.45757 0.08891 1.50170  C55 1.383, H62 0.982
59 O 8.89763 4.47728 -1.01988  C51 1.383, H63 0.982
60 H 6.89155 3.08516 -2.01426  C50 1.083
61 H 8.47379 1.47084 2.48857  C54 1.082
62 H 5.76088 -0.18358 0.86541  O58 0.982
63 H 9.59816 4.74591 -0.38635  O59 0.982
64 C -3.33639 0.71572 3.17040  C65 1.334, C70 1.471, H74 1.083
65 C -2.97718 -0.37036 3.85752  C64 1.334, C66 1.489, O73 1.383
66 C -3.93486 -1.06587 4.76126  C65 1.489, O67 1.226, C68 1.471
67 O -3.58164 -2.07267 5.36508  C66 1.226
68 C -5.28716 -0.50253 4.89739  C66 1.471, C69 1.334, H75 1.082
69 C -5.64508 0.58555 4.21284  C68 1.334, C70 1.489, O72 1.383
70 C -4.69610 1.26450 3.28840  C64 1.471, C69 1.489, O71 1.226
71 O -5.05994 2.25208 2.65875  C70 1.226
72 O -6.91349 1.12186 4.33813  C69 1.383, H76 0.982
73 O -1.70012 -0.89042 3.75375  C65 1.383, H77 0.982
74 H -2.65113 1.22984 2.50828  C64 1.083
75 H -5.96756 -1.00741 5.57111  C68 1.082
76 H -6.92670 1.90240 3.74225  O72 0.982
77 H -1.68888 -1.67439 4.34497  O73 0.982

Löwdin atomic charge list, values in e, 4 entries: O -0.33; P 0.97; O -0.33; C -0.37